Record 1
Below is a cluster of 16 separate species, C4H39O16S in total in a non-equilibrium geometry, with properties calculated with ωB97M-V with the def2-TZVPD basis set.

```
60
Properties=species:S:1:pos:R:3:lowdin_charge:R:1
O 1.8470 -0.8086 2.8440 -0.084
O -0.9209 1.6173 -4.1448 -0.056
H 0.5054 1.8956 3.2278 -0.001
H -3.1765 0.7578 -2.0338 0.025
O 3.1502 1.5367 0.9710 -0.081
O 0.7885 -3.2501 0.6072 -0.069
H -1.5355 1.4835 2.7525 0.079
O -1.5784 3.2207 -2.1069 -0.021
O -2.3673 0.1728 3.0530 -0.046
H 0.9688 -1.1618 2.6321 -0.014
H 1.6796 0.0573 3.2813 0.012
H 0.4033 -0.9388 -1.5427 0.063
O -3.5118 -0.4632 0.7174 -0.034
H 3.8592 -1.7037 0.6528 -0.004
O 1.3277 1.6721 3.6986 -0.061
O -0.6158 -1.7378 2.3604 -0.135
H 0.8114 -2.7867 1.4352 0.008
C 1.1946 -0.2533 -1.1449 -0.542
H -2.2189 -3.1131 0.3353 0.013
S 2.4616 -0.0293 -2.4662 0.685
H -2.8637 0.0200 2.2339 0.008
H -1.7558 2.5722 0.5829 0.114
H -1.1605 0.3000 0.2830 0.088
H -1.4538 -2.0862 -1.2771 -0.008
H -0.0684 1.1859 -3.9317 0.050
H 3.7141 0.6944 0.9806 0.032
C -0.7669 2.2789 1.0122 -0.259
H -2.2494 -0.8330 -2.9070 0.002
H 1.6167 -0.7372 -0.2954 0.032
H -1.1065 -1.9452 1.4094 0.022
H 2.3386 -3.1053 -0.0355 0.015
H 2.3999 1.3073 1.4396 -0.062
C -0.3043 0.9340 0.4870 -0.176
H -0.0727 -2.8838 0.2341 0.032
H -0.8524 -2.4255 2.9378 0.050
O -0.9247 2.2737 2.4214 -0.153
H 3.4441 0.6760 -1.7600 -0.105
H -3.4419 0.1850 0.0599 -0.040
H 3.2417 -0.9799 1.8966 0.015
H -0.0325 1.5043 -1.6239 0.094
H -0.9091 3.3382 -1.4499 0.029
O -3.2756 1.3607 -1.2269 -0.090
H -0.0414 3.1031 0.8623 0.129
H -4.2014 1.6473 -1.3222 0.091
O 4.0368 -0.9681 1.2794 -0.124
H -1.6411 -0.4342 2.9089 -0.005
H 1.4275 1.8702 -0.5188 0.111
H -2.1266 0.4540 -3.7508 0.024
H 3.1240 -2.6617 -1.2818 0.007
H -1.0570 2.2796 -3.4827 -0.024
H -1.5846 -2.9330 -2.6171 0.065
O -2.8034 -0.1182 -3.2975 -0.089
H -2.1718 2.6369 -1.7121 -0.045
C 0.6029 1.1079 -0.7498 -0.270
O 3.2609 -2.9389 -0.3827 -0.087
H 1.9576 2.3833 3.4794 0.072
H 0.3003 0.4260 1.3075 0.113
O -1.7070 -2.3521 0.2260 -0.273
H -2.9104 -1.1447 0.4558 -0.026
O -1.3192 -2.0721 -2.2714 -0.094
```

Summary:
Charge   -1
Gap between HOMO and LUMO   9.1 eV
Strongest force on any atom   3.7 eV/Å

Record 2
Below is a cluster of 2 separate species, C4H7O2S2 in total in a non-equilibrium geometry, with properties calculated with ωB97M-V with the def2-TZVPD basis set.

```
15
Properties=species:S:1:pos:R:3:lowdin_spin:R:1
C 2.5696 0.5514 1.6303 0.044
S -3.9206 0.2983 -1.8234 0.494
H -0.5795 -0.3333 -1.5916 0.000
H 3.3185 -0.0384 0.9591 0.008
H 0.4217 0.0647 1.8011 0.011
H 2.7331 0.3706 2.6942 0.003
H -0.7253 -1.6993 -0.5592 -0.003
S 2.1057 -0.4850 -1.4987 0.558
C 1.2796 0.0405 1.0981 0.304
C 1.0196 -0.3157 -0.1851 0.070
O -4.6519 -0.8350 -1.2340 0.246
C -0.4060 -0.5979 -0.5545 -0.003
H -1.0609 -0.0284 0.1376 0.005
H 2.7100 1.6075 1.3395 0.016
O -4.8137 1.3999 -2.2134 0.247
```

Summary:
Charge   -1
Gap between HOMO and LUMO (alpha / beta)   4.0 / 4.9 eV
Strongest force on any atom   2.9 eV/Å
2S+1   3

Record 3
Below is the molecule C5H9N3O2 in a non-equilibrium geometry, with properties calculated with ωB97M-V with the def2-TZVPD basis set.

```
19
Properties=species:S:1:pos:R:3:lowdin_charge:R:1
N -1.8898 -0.2514 -0.7376 0.165
H -0.9954 1.6061 -1.2465 0.147
O -3.6047 0.9033 -0.1706 0.071
C -0.5464 0.9881 0.7992 -0.122
C -0.7912 0.7138 -0.6987 -0.319
H 1.3642 -1.8689 -0.3668 0.146
H -0.6238 -0.4973 2.3898 0.123
H -1.3480 1.4151 1.3747 0.098
N -2.9995 -0.1482 -0.0361 -0.479
H -0.1716 -2.1503 -1.2485 0.061
H 0.3752 -0.0821 -2.2746 0.127
C -0.1497 -0.3879 1.3878 -0.262
C 0.3896 -0.0578 -1.1769 -0.127
H 1.0426 -0.3956 1.4711 0.164
H 0.2918 1.7792 0.8794 0.142
H 1.2208 0.3928 -0.6934 0.094
O -3.4401 -1.1249 0.5901 0.057
N -0.5536 -1.4459 0.6021 0.081
C 0.2952 -1.5309 -0.6104 -0.168
```

Summary:
Gap between HOMO and LUMO (alpha / beta)   8.2 / 9.1 eV
Strongest force on any atom   4.5 eV/Å

Record 4
Below is a cluster of 2 separate species, C16H20F3O3S in total in a non-equilibrium geometry, with properties calculated with ωB97M-V with the def2-TZVPD basis set.

```
43
Properties=species:S:1:pos:R:3:lowdin_charge:R:1
C -0.8391 -2.0695 -0.0229 -0.229
H -2.0830 1.3718 5.9912 0.079
H 1.0272 -3.4293 -1.6123 0.077
O -0.8215 2.2842 3.5314 -0.074
H -1.9488 -0.2465 5.2423 0.052
H 1.0670 3.2651 4.0805 0.060
F -0.6800 -0.5799 -5.1226 0.048
H 0.9726 0.5154 2.1961 0.094
H 1.5074 -1.1283 5.2318 0.067
H -0.4034 1.2879 0.2631 0.117
C 0.5129 -0.6706 5.3339 -0.134
H -0.2563 -1.3739 4.9777 0.052
O 2.7985 0.5652 3.9976 -0.041
C -0.3690 0.2322 0.5487 -0.061
H -0.0922 -4.6765 -2.2218 0.091
H -1.7585 -0.2716 -0.9846 0.091
C -1.4032 -0.5036 -3.9708 -0.768
H -0.3231 -3.5501 1.4424 0.108
H -3.1178 -3.4068 -0.4012 0.099
C 0.5026 0.5996 4.5625 -0.255
H 2.8349 3.0613 3.9109 0.067
H 0.3498 -4.6216 -0.5094 0.084
C -0.7359 1.3267 4.3184 -0.501
C -2.2414 -4.0081 -0.6653 -0.015
F -1.8124 0.7919 -3.7861 0.067
C 0.3790 -0.2060 1.6337 -0.056
C 0.1258 -4.0053 -1.3851 -0.031
H 0.3588 -0.4962 6.4178 0.070
H -1.9234 -4.5886 0.2119 0.089
H -2.5182 -4.6950 -1.4664 0.086
C 1.8175 1.2492 4.3329 -0.473
C -1.0856 -0.6952 -0.2140 -0.150
H 0.7967 -1.8876 2.9470 0.099
C 0.3229 -1.5502 2.0239 -0.040
C -1.9820 0.8313 5.0355 -0.041
H 2.0772 2.9946 5.5343 0.078
S -0.3190 -1.1178 -2.6187 1.123
C -0.2950 -2.4903 1.1852 -0.038
O -1.4744 -2.3942 -2.2513 -0.379
C -1.0858 -3.1258 -1.0929 -0.624
C 1.9488 2.7456 4.4698 -0.037
F -2.5221 -1.2523 -4.1405 0.087
H -2.8558 1.0493 4.4129 0.067
```

Summary:
Charge   -1
Gap between HOMO and LUMO   5.2 eV
Strongest force on any atom   2.5 eV/Å

Record 5
Below is a structure of composition C35H38As2NRu in a non-equilibrium geometry, with properties calculated with ωB97M-V with the def2-TZVPD basis set.

```
77
Properties=species:S:1:pos:R:3:lowdin_charge:R:1
C -1.1207 -0.9759 -3.1742 -0.153
C 0.1941 -0.6238 2.8381 -0.355
H 4.3381 -4.0534 1.3908 0.110
H -1.0019 -5.5069 0.2905 0.086
H -0.4076 1.2901 5.5748 0.110
C 0.0060 -1.8750 3.4184 -0.122
H -2.3108 -5.0073 1.3650 0.093
H 0.1592 -2.7703 2.8323 0.081
H 3.2530 -5.5872 -0.2309 0.111
H -3.3744 2.0394 1.8778 0.113
H -0.9899 1.6840 1.5247 0.043
H -2.1607 -4.5672 -1.7868 0.092
H -1.7988 -2.1213 1.7537 0.049
C 1.1624 5.0407 -1.1401 -0.104
C -2.6261 -3.8457 -1.1076 -0.043
C 3.3754 -3.8051 0.9616 -0.071
C 1.8980 2.1670 0.9199 -0.384
C 1.5169 -2.2759 0.7386 -0.328
C 0.8568 -3.1779 -0.1114 -0.309
C -2.3552 -2.3585 0.8479 -0.048
C -0.9137 2.7214 -0.3724 -0.391
H 0.5761 5.0923 -0.2313 0.112
C 1.4730 3.8094 -1.7090 -0.379
H 1.2634 2.6054 1.6884 0.057
C 2.3220 6.1465 -2.9364 -0.061
H 0.0923 2.1284 -3.3237 0.073
C 0.0567 0.5078 3.6360 -0.121
C -3.6503 3.1403 0.0546 -0.067
H 2.7719 2.8040 0.8165 0.075
C 1.5190 -4.3533 -0.4651 -0.030
H -0.4542 -3.2306 -1.5816 0.078
H -1.2167 3.8392 -2.1932 0.105
C -0.0816 1.0692 -3.2377 -0.258
H -0.4995 -2.9757 5.1829 0.112
C 2.7647 -4.6642 0.0565 -0.060
C -1.6786 3.4335 -1.3020 -0.121
C 2.3155 0.7227 1.2187 -0.412
H 1.3474 7.1663 -1.3158 0.113
C -1.5466 2.2243 0.7740 -0.125
C -0.5242 -0.8539 5.5322 -0.068
H -3.3511 -2.6856 1.1555 0.093
C 0.2621 -1.2034 -3.2209 -0.144
C -1.3432 0.4397 -3.1430 -0.190
C 2.6338 4.9173 -3.5013 -0.065
H -3.5221 -4.3091 -0.6939 0.093
C -1.6736 -3.4481 0.0200 -0.588
H 2.7032 0.6258 2.2295 0.077
H 1.9843 0.1789 -3.2768 0.104
As 0.7888 -0.4970 0.9708 1.246
C 2.7497 -2.6146 1.2933 -0.099
C -2.9073 2.4313 0.9827 -0.065
H 3.0781 0.3883 0.5176 0.071
H -4.7075 3.3091 0.2167 0.112
C 2.2138 3.7469 -2.8844 -0.108
C -3.0302 3.6440 -1.0850 -0.064
H 0.7406 -2.1691 -3.2327 0.110
H -0.6629 -4.4613 1.6745 0.073
H 2.6491 7.0608 -3.4154 0.113
H 1.0317 -5.0452 -1.1447 0.119
C 0.9152 0.0444 -3.2405 -0.167
H -1.8890 -1.7313 -3.1671 0.091
H -2.4589 -1.4571 0.2540 0.056
As 0.9144 2.2030 -0.7897 1.265
C 1.5900 6.2075 -1.7562 -0.059
H -0.8054 -0.9423 6.5740 0.110
Ru -0.2700 0.1272 -1.2471 0.667
H -3.6056 4.2080 -1.8094 0.113
C -0.3059 0.3964 4.9714 -0.070
H -2.9419 -2.9674 -1.6772 0.071
H 2.4666 2.7895 -3.3227 0.097
C -0.3568 -1.9925 4.7517 -0.059
H 0.2517 1.4986 3.2413 0.081
H -2.3063 0.9242 -3.1288 0.114
H 3.2384 -1.9281 1.9741 0.105
C -1.3871 -4.6767 0.8869 -0.031
H 3.2054 4.8681 -4.4194 0.113
N -0.4429 -2.8826 -0.6323 0.008
```

Summary:
Charge   +1
Gap between HOMO and LUMO (alpha / beta)   6.8 / 6.9 eV
Strongest force on any atom   3.7 eV/Å

Record 6
Below is the molecule C4H7O5PS in a non-equilibrium geometry, with properties calculated with ωB97M-V with the def2-TZVPD basis set.

```
18
Properties=species:S:1:pos:R:3:lowdin_spin:R:1
H 2.2025 -1.9069 -0.1988 0.000
H -2.4925 -1.0142 1.4763 0.043
C -2.0600 0.4058 -0.1542 0.667
O 2.5370 1.3379 0.9359 0.002
C -2.9080 1.6303 -0.1006 0.092
H 3.7577 -1.3842 0.7812 0.000
S 2.0158 0.2873 0.1244 0.004
O 0.8129 -0.3215 0.9366 0.025
H -3.7934 1.5512 -0.7802 0.035
O 0.3247 -1.9599 -0.9915 0.007
H 3.7774 -1.0609 -0.8987 0.000
O 1.5798 0.5955 -1.2225 0.003
H -3.3388 1.7736 0.9842 0.018
C -1.9515 -0.6651 0.6304 0.754
P -0.2761 -0.9476 -0.1502 0.086
H -2.3500 2.4629 -0.3520 0.006
C 3.0273 -1.2149 -0.0926 0.002
O -0.8648 0.4307 -0.9277 0.255
```

Summary:
Gap between HOMO and LUMO (alpha / beta)   6.7 / 8.4 eV
Strongest force on any atom   9.7 eV/Å
2S+1   3

Record 7
Below is a structure of composition C18H48BrMnN4O5 in a non-equilibrium geometry, with properties calculated with ωB97M-V with the def2-TZVPD basis set.

```
77
Properties=species:S:1:pos:R:3:lowdin_spin:R:1
C -0.9512 -4.9403 2.3196 0.000
H -3.8833 -5.3565 3.5948 0.000
H 1.5114 0.9994 -2.2970 0.000
C -4.8576 -3.3763 0.5550 0.000
H 1.2336 -3.9282 -0.1343 0.000
H -0.7698 3.4912 -3.7973 0.000
C -1.0271 3.0713 -2.8108 0.000
Mn 2.1750 2.1129 1.3302 4.794
H 3.2270 2.0900 -1.1533 0.004
H 3.3008 4.8590 -2.9507 0.000
H -4.5017 -4.2442 1.1201 0.000
H -2.8985 1.9867 0.3193 0.000
H 5.7740 -0.5846 -0.7680 0.000
H 2.8865 0.4474 4.1413 0.001
H -1.9869 -0.0473 1.5781 0.001
H -4.6206 -3.5466 -0.5035 0.000
H -1.9601 5.1030 0.3100 0.000
H -2.4562 0.6464 -0.7199 0.000
C -2.8546 4.6168 -0.0949 0.000
C 1.9823 2.4895 -3.6466 0.000
H 1.1179 -5.5116 0.7095 0.000
H 4.7255 3.7974 -2.5470 0.000
N 3.6791 2.0533 -0.1961 0.038
H 5.7936 1.0573 -1.5290 0.000
C 4.1106 0.5962 -0.1451 0.006
H -0.2740 1.8889 -1.3854 0.000
H 2.4088 1.9650 -4.5131 0.000
H 4.5104 0.8965 3.8404 0.000
H 3.2896 -0.0619 -0.4413 0.000
H -5.9444 -3.3431 0.7096 0.000
H -5.2547 -1.1832 -0.2731 0.000
C -3.2915 1.0861 -0.1528 0.000
O -4.1896 -2.2854 1.0569 0.000
H 1.5276 3.3900 -4.0934 0.000
C 0.9343 1.6753 -2.9465 0.000
H 5.3459 0.7945 1.5549 0.000
H 1.4725 -4.1234 1.6437 0.000
H -3.5301 -1.4468 -0.6363 0.000
C -4.2544 -1.2222 0.1723 0.000
C 5.1756 0.2303 -1.1751 0.001
O -2.5292 3.6549 -1.0585 0.000
O 2.9456 2.8690 -2.7198 0.001
C -3.8627 0.0712 0.8308 0.000
H -0.8448 -6.0192 2.1189 0.000
N -0.7697 -2.6959 1.3293 0.001
H 4.7842 -0.8893 1.3125 0.000
H -3.3844 4.1539 0.7376 0.000
C 4.4985 0.1593 1.2374 0.003
O 3.3760 0.4001 2.1274 0.046
H 4.5897 2.4575 -0.4417 0.006
C 0.8966 -4.4382 0.7639 0.000
C 3.8100 3.9052 -3.1164 0.000
C -0.5646 -4.1390 1.0923 0.000
Br 0.5319 0.3277 0.5877 0.082
N -2.9368 -0.1895 1.9519 0.001
H 0.4143 1.0715 -3.6971 0.000
C -1.7491 4.1829 -2.0911 0.000
H 4.0201 3.8621 -4.1882 0.000
H -1.7386 2.3120 -3.1933 0.000
H -0.3088 -2.1978 0.5509 0.001
H -2.8295 -6.5762 2.8772 0.000
C -2.8438 -5.6581 3.4672 0.000
N 0.1158 2.5249 -2.0812 0.003
H -2.3875 -5.7658 4.4546 0.000
H -3.5573 5.3496 -0.5169 0.000
H -3.0249 0.6120 2.5812 0.000
H -0.9875 4.8791 -1.7228 0.000
H -1.2642 -4.3668 0.2838 0.000
H -0.0501 -2.3599 1.9986 0.000
H 4.1065 -0.8199 3.6350 0.001
C 3.7308 0.1919 3.5034 0.005
H -4.7522 0.5281 1.2824 0.000
H -2.4051 4.6445 -2.8465 0.000
H -0.1683 -4.8037 3.1001 0.000
O -2.2142 -4.6027 2.7740 0.000
H -4.0224 1.4071 -0.9060 0.000
H 4.6997 -0.1855 -2.0637 0.000
```

Summary:
Charge   +1
Gap between HOMO and LUMO (alpha / beta)   5.5 / 5.3 eV
Strongest force on any atom   2.2 eV/Å
2S+1   6

Record 8
Below is a structure of composition C28H29BN7PPd in a non-equilibrium geometry, with properties calculated with ωB97M-V with the def2-TZVPD basis set.

```
67
Properties=species:S:1:pos:R:3:lowdin_spin:R:1
C 2.1737 -0.7514 -4.9266 0.023
C -1.4519 2.3024 0.7214 0.038
C -2.5520 0.7081 4.8819 0.119
H -3.3636 1.1924 5.4203 0.002
H 2.9431 -5.2706 -0.9355 0.004
H 3.6883 -2.4489 -4.8173 0.000
C 1.4742 -0.1805 -3.8541 0.002
C -2.4059 0.9400 3.5086 0.305
H 0.1194 -1.3595 5.3622 0.011
C -0.6026 -0.7277 4.8485 0.297
C -2.4430 -0.3896 0.1604 0.027
C -3.7491 -0.2972 0.6942 0.010
C -1.6495 -0.1256 5.5566 0.029
N 3.1565 -0.3709 -0.4343 0.270
C 3.8097 0.5994 0.2176 0.030
C -1.9295 5.0512 0.3161 0.007
H -0.7087 2.5505 -2.3353 0.000
H -5.4356 -2.1568 -1.5970 0.000
H 0.2496 3.7798 -1.5532 0.000
N 0.3688 -0.0654 0.8881 0.676
H -3.4442 4.4166 -1.0914 0.001
C -4.5988 -1.6833 -1.0966 0.002
H 2.0798 -0.4891 -5.9670 0.001
N 2.4769 -3.2219 -0.9695 0.075
H -0.1076 2.9448 2.2958 0.000
H 0.9941 2.8694 -2.9659 0.000
H -1.2062 -1.2342 -1.3898 0.000
C -1.0261 4.6274 1.2957 0.002
N 1.4537 -2.4506 -0.3886 0.278
H -2.0753 6.1143 0.1109 0.000
H 6.1957 -1.3972 -0.8624 0.003
H -3.0495 2.0010 -0.7136 0.000
C -3.2978 -1.8250 -1.5897 0.001
C 1.2545 -4.5293 0.3871 0.333
H 0.7695 2.0606 -1.3817 -0.001
C -0.7858 3.2659 1.5002 0.014
C -2.2259 -1.1602 -0.9822 0.003
H 3.2474 1.3853 0.6986 -0.002
C -0.4642 -0.5087 3.4716 0.151
H 4.5008 -3.1929 -2.1878 -0.001
H -3.0912 1.6252 3.0039 0.008
H 5.9694 0.9447 0.5201 0.015
H 0.8689 -5.3837 0.9149 0.012
B 3.5909 -2.4855 -1.8376 0.002
C 0.3321 2.8211 -2.0788 0.000
C -1.3750 0.3072 2.7947 0.053
C 3.0119 -1.7384 -4.3725 0.006
C 5.3142 -0.8505 -0.5829 0.165
H -1.7677 -0.2898 6.6289 -0.002
H 0.3718 -0.9600 2.9291 0.004
H 0.7205 0.6026 -3.7851 0.000
C -2.6706 4.0988 -0.3886 0.010
C 0.7505 -3.2114 0.4574 0.001
C 5.1817 0.3389 0.1321 0.388
H -5.8233 -0.8080 0.4666 0.000
H -3.9160 0.2576 1.6145 0.004
H -0.0165 -2.7389 1.0481 -0.001
P -1.1204 0.5346 1.0051 0.089
N 2.8490 -1.7347 -3.0299 0.015
C 2.3210 -4.4865 -0.5248 0.172
C -2.4405 2.7348 -0.1838 0.004
H -3.1091 -2.4500 -2.4589 0.000
C -4.8191 -0.9194 0.0547 0.004
Pd 1.0844 -0.4553 -0.8650 0.228
N 1.8325 -0.8199 -2.7318 0.014
H -0.5211 5.3674 1.9218 0.000
N 4.0887 -1.2738 -0.9486 0.099
```

Summary:
Charge   +4
Gap between HOMO and LUMO (alpha / beta)   6.2 / 3.8 eV
Strongest force on any atom   3.6 eV/Å
2S+1   5

Record 9
Below is a cluster of 2 separate species, CHF3O2PS in total in a non-equilibrium geometry, with properties calculated with ωB97M-V with the def2-TZVPD basis set.

```
9
Properties=species:S:1:pos:R:3:lowdin_charge:R:1
F 2.8823 -0.2712 -1.4774 -0.122
H -0.3556 0.2322 -0.0218 0.124
F 4.0192 -0.7865 0.3121 -0.122
S -2.5767 -1.7206 0.4171 0.252
O -1.1525 0.7862 -0.4447 -0.280
P -2.5290 -0.0663 -0.5900 0.219
F 1.8331 -1.0829 0.2516 -0.109
C 2.8149 -0.1792 -0.0807 -0.573
O -3.6306 0.9461 -0.5882 -0.390
```

Summary:
Charge   -1
Gap between HOMO and LUMO   3.3 eV
Strongest force on any atom   4.6 eV/Å